1.
The following is a DFT calculation (ωB97M-V/def2-TZVPD) of a cluster of 2 separate species, C11H18 in total.

Last column: Löwdin charge in e.
Atoms and positions in Å:
H (-1.18993, -3.05256, -0.09896)  0.072
C (0.45817, -2.52711, 1.82035)  -0.094
C (0.01218, 1.69080, -0.46571)  -0.295
H (-1.03479, -1.07083, 3.31024)  0.074
H (-2.16164, -0.34120, 2.18545)  0.077
C (1.39318, 1.59621, -0.29944)  -0.050
H (-0.66905, 3.54255, 0.57735)  0.082
H (1.11898, -2.02680, 2.53888)  0.076
H (-1.96979, -1.49619, -0.35939)  0.063
H (0.01296, -0.81960, 0.53835)  0.096
H (-0.61058, 2.10449, 1.58771)  0.051
H (1.98697, -0.62456, -2.79359)  0.099
H (-1.83382, 2.30389, 0.39637)  0.077
C (-0.48456, -1.49602, 1.23327)  -0.462
C (1.46266, 0.08723, -2.16895)  -0.104
H (3.20408, 0.80655, -1.15736)  0.102
C (-1.11470, -0.61486, 2.32389)  -0.078
C (-1.59995, -2.17132, 0.41158)  -0.088
H (-0.40936, -0.44541, -3.03881)  0.101
H (-2.43989, -2.57675, 0.98096)  0.075
H (1.11527, -3.03379, 1.11593)  0.073
H (-1.65715, 1.35514, -1.73393)  0.111
H (1.89673, 2.15425, 0.47343)  0.112
H (-0.09605, -3.28454, 2.38206)  0.082
H (-0.64253, 0.36468, 2.38440)  0.042
C (-0.76415, 2.45326, 0.57383)  -0.058
C (2.11988, 0.81244, -1.19309)  -0.089
C (0.09433, 0.22677, -2.36371)  -0.086
C (-0.62295, 1.09482, -1.54694)  -0.061

Computed properties:
LUMO energy in Ha: 0.035
HOMO-LUMO gap in eV: 10.068
Energy relative to the best compared isomer or geometry (same formula, charge and spin) in kcal/mol: 11.3
SMILES: Cc1ccccc1.CC(C)C

---

2.
The following is a DFT calculation (ωB97M-V/def2-TZVPD) of a structure of composition C31H34AsIrO3S.

Last column: Löwdin charge in e.
Atoms and positions in Å:
H (-3.29977, -3.19299, 2.25195)  0.131
H (2.96738, 2.64453, 0.11986)  0.078
H (-5.30889, 1.14052, 0.27093)  0.110
C (-3.22023, 1.05294, 0.03916)  -0.181
C (-2.54705, -3.63241, 1.53374)  0.033
H (-2.09296, -4.40504, 2.15255)  0.111
C (4.22822, -1.84577, 1.95490)  0.001
H (1.77834, 1.04876, -2.37636)  0.082
Ir (0.61190, -1.05002, 0.78311)  1.344
H (4.09568, -3.80938, -2.53042)  0.079
H (0.47485, -4.34709, -1.55572)  0.029
C (-1.97386, 2.53572, 1.41795)  -0.117
H (-0.64650, -1.10842, -3.00129)  0.086
H (-2.96558, -3.99242, 0.61696)  0.094
C (0.20386, 2.30723, -1.57312)  -0.360
C (-1.99263, 1.58226, 0.46480)  -0.371
O (1.75542, -1.65615, -1.05709)  -0.702
C (1.83373, -1.10183, 2.67834)  -0.140
C (1.20481, -3.95351, -2.20496)  -0.198
As (-0.59245, 0.83622, -0.53997)  1.342
C (1.22826, 1.23740, 2.57055)  -0.022
H (4.10543, 0.63197, 0.85234)  0.146
H (4.93364, -1.65626, 2.74013)  0.101
C (1.31871, 2.00167, -2.36608)  -0.109
C (-3.17044, 2.99822, 1.99910)  -0.046
H (0.59580, 2.07385, 2.84991)  0.125
C (2.34031, 1.48863, 1.72442)  -0.240
H (0.71766, -3.25795, -2.88570)  0.067
C (0.07905, 4.54192, -2.40241)  -0.046
H (-3.06483, 3.82117, 2.77319)  0.137
H (-0.42643, 5.52088, -2.47266)  0.130
H (0.05363, -1.10839, 4.62290)  0.086
C (3.09798, -0.83485, 2.01934)  -0.243
C (0.95274, -0.00679, 3.09484)  -0.320
H (3.77206, -2.82088, 2.05499)  0.085
C (2.62417, 2.82689, 1.11746)  0.001
C (-1.48206, -2.69123, 1.23414)  -0.637
H (1.80454, -2.07350, 3.11646)  0.124
H (3.39846, 3.30606, 1.70838)  0.113
C (1.21258, 4.27651, -3.16672)  -0.039
C (-4.21787, -0.62879, -1.65615)  0.007
H (1.69482, 5.09454, -3.68406)  0.116
H (-5.34270, 2.72081, 2.13803)  0.134
C (3.22978, 0.45281, 1.48638)  -0.014
H (1.71376, 3.39971, 1.04435)  0.082
C (-4.39468, 2.42801, 1.65360)  -0.042
H (2.66891, 2.79410, -3.71528)  0.089
C (3.75972, -2.79416, -2.26761)  -0.199
H (-1.34039, 3.73555, -1.02308)  0.121
H (-2.57665, -2.51016, -3.98085)  0.124
C (-2.68649, -1.79018, -3.15499)  -0.057
C (-0.44835, 3.50388, -1.64326)  -0.105
H (-5.26232, -0.40702, -1.35182)  0.129
C (-3.17500, 0.10899, -1.08044)  -0.193
H (4.77093, -1.74241, 1.00211)  0.091
C (-1.91139, -0.14451, -1.61548)  -0.274
C (-4.38412, 1.45589, 0.68968)  -0.008
C (-3.98529, -1.53231, -2.69849)  -0.036
S (2.36115, -3.05391, -1.15496)  0.895
O (-0.81105, -2.75036, 0.15252)  -0.092
H (4.47992, -2.26697, -1.65664)  0.049
C (-0.07617, -0.15987, 4.14799)  -0.028
H (-1.11802, 0.01709, 3.76098)  0.111
C (1.84184, 3.02268, -3.14102)  -0.051
H (-4.80826, -1.98103, -3.17764)  0.102
H (0.04363, 0.61457, 4.92613)  0.115
H (3.37068, -2.26893, -3.14138)  0.077
H (-0.97497, 2.94576, 1.73875)  0.110
C (-1.62629, -1.10164, -2.60632)  -0.090
H (1.77659, -4.73777, -2.70063)  0.075
O (-1.17727, -1.75287, 2.07963)  -0.100

Computed properties:
LUMO energy (spin up / spin down) in Ha: -0.208 / -0.300
HOMO-LUMO gap (spin up / spin down) in eV: 7.867 / 5.357
Charge: +2
Energy relative to the best compared isomer or geometry (same formula, charge and spin) in kcal/mol: 0.0
Spin multiplicity: 5

---

3.
The following is a DFT calculation (ωB97M-V/def2-TZVPD) of a cluster of 11 separate species, C22H64B5F20N6O6 in total.

Last column: Löwdin charge in e.
Atoms and positions in Å:
H (4.99397, 15.61508, 10.15116)  0.107
F (2.27267, 11.53200, 17.31707)  0.110
O (6.46940, 12.27413, 11.69797)  -0.148
B (5.11899, 2.63345, 19.03516)  -1.331
H (2.53043, 7.46762, 9.59254)  0.141
H (6.73965, 13.40514, 7.89149)  0.166
H (-0.55525, 4.16176, 6.42143)  0.079
H (-1.16122, 5.72346, 17.52948)  0.105
H (7.12599, 2.04778, 8.53885)  0.104
H (9.78092, 2.79305, 8.45918)  0.138
F (-2.61733, 4.98847, 11.50552)  0.096
F (1.64796, 9.25413, 17.51243)  0.156
B (-2.05233, 4.53472, 12.67900)  -1.387
H (5.11324, 12.25905, 13.34082)  0.102
H (2.60518, 7.96882, 7.99296)  0.147
F (0.27584, 10.77801, 18.03485)  0.091
C (3.00759, 5.31391, 14.69695)  0.068
C (-3.54789, 2.35173, 17.67180)  0.030
H (11.73137, 4.69495, 7.74271)  0.093
H (12.42926, 5.22967, 9.21057)  0.098
H (-1.86418, 3.36908, 7.91845)  0.129
F (3.86721, 3.22748, 18.93477)  0.084
H (-0.67042, 8.80243, 9.81579)  0.103
O (3.66992, 9.05129, 9.34279)  -0.166
N (6.27905, 12.88704, 8.62601)  0.241
H (-4.02706, 2.15678, 18.63122)  0.095
B (1.34608, 10.50916, 17.20278)  -1.448
H (5.11833, 10.73000, 12.42752)  0.092
C (-1.82573, 1.42434, 8.70595)  -0.287
H (4.81592, 4.48421, 14.23889)  0.165
H (2.05659, 5.06727, 15.16906)  0.101
H (4.68408, 7.26691, 9.84094)  0.108
H (-1.00547, 5.41371, 19.30850)  0.117
C (5.71848, 11.58749, 12.73189)  -0.055
C (-3.18805, 1.54216, 9.23882)  -0.032
H (12.36680, 3.53155, 8.90343)  0.096
H (0.12954, 10.80713, 8.37263)  0.166
C (6.16187, 13.76427, 9.84232)  -0.304
O (3.42031, 3.24394, 12.47201)  0.108
F (4.07853, -1.57799, 11.14662)  0.099
H (1.23258, 9.61784, 10.28564)  0.169
B (3.36582, -2.67861, 11.52288)  -1.488
C (4.78798, 8.25116, 9.38425)  -0.122
H (-3.50603, 2.54371, 9.52844)  0.100
F (5.16005, 1.36021, 18.54213)  0.115
C (7.04515, 3.08480, 8.21301)  -0.104
C (11.78688, 4.44901, 8.80314)  -0.037
F (2.03983, -2.39722, 11.39582)  0.118
H (0.19172, 7.24258, 9.71875)  0.110
H (5.87299, 15.65932, 8.71095)  0.099
H (7.07429, 14.15379, 10.29383)  0.176
H (-4.32263, 2.70947, 16.99365)  0.103
C (0.03931, 8.20939, 9.23900)  -0.014
H (0.33465, 1.24929, 9.30886)  0.156
H (9.32939, 4.17614, 7.48003)  0.143
F (0.88306, 10.39192, 15.91671)  0.091
H (-3.86163, 1.31876, 8.41148)  0.104
H (6.09111, 3.55403, 8.45329)  0.096
F (-1.86914, 5.61889, 13.51400)  0.106
H (2.36919, 1.07454, 13.47358)  0.097
F (8.74065, 7.16476, 12.91186)  0.166
C (-1.55659, 2.38637, 7.56097)  -0.168
C (5.53245, 13.06130, 11.00747)  -0.247
H (0.17599, 2.94450, 5.38928)  0.096
H (7.24187, 3.10027, 7.14103)  0.090
H (-0.71991, 1.89756, 10.29718)  0.155
H (-3.53872, 0.80271, 9.95879)  0.104
C (-2.46775, 3.39848, 17.84764)  -0.337
H (-0.60922, 0.20235, 10.09086)  0.176
F (9.48516, 6.38265, 14.80965)  0.134
H (0.84228, 9.83169, 7.33218)  0.157
H (-3.10314, 4.57661, 19.41531)  0.173
N (3.96733, 4.07021, 14.59749)  0.133
H (9.74820, 3.59838, 11.15765)  0.169
C (5.36356, 14.95387, 9.36739)  -0.038
N (0.96669, 10.25804, 8.23929)  0.239
H (5.26253, 7.98152, 8.44074)  0.084
C (-1.66462, 5.72014, 18.49626)  0.060
H (4.46584, 14.58055, 8.87459)  0.088
C (9.31478, 3.77772, 8.49449)  -0.186
C (2.50938, 8.38069, 8.99759)  -0.226
N (-0.60115, 1.11841, 9.66557)  0.276
B (8.39572, 6.47803, 13.98448)  -1.504
C (10.35239, 4.41026, 9.33858)  -0.278
H (5.66852, 8.82359, 9.67593)  0.098
F (7.18013, 6.93730, 14.57968)  0.054
C (3.43019, 2.97570, 13.66489)  -0.317
O (-1.32632, 3.26001, 17.38617)  0.149
F (-2.88282, 3.58889, 13.27388)  0.100
H (1.12654, 3.90601, 6.48137)  0.084
F (3.90723, -3.63825, 10.71579)  0.122
H (4.25746, 3.81901, 15.53174)  0.174
H (5.14732, 13.84805, 11.65616)  0.142
H (-1.70531, 0.48906, 8.15927)  0.148
N (-2.86937, 4.73219, 18.44513)  0.107
N (10.61803, 3.58974, 10.64441)  0.249
F (3.65129, -2.99022, 12.80267)  0.150
H (2.83498, 5.74365, 13.71022)  0.094
O (7.96422, 3.76583, 8.99494)  -0.168
H (2.01997, 1.78755, 15.05479)  0.096
F (5.55051, 2.57938, 20.40128)  0.050
H (-3.61790, 5.15795, 17.91738)  0.178
H (6.45312, 11.22517, 13.45101)  0.108
H (-2.10075, 6.71119, 18.62160)  0.109
H (10.90780, 2.64336, 10.44315)  0.163
H (5.39028, 12.61213, 8.23282)  0.166
H (10.03883, 5.40339, 9.66022)  0.164
C (2.76729, 1.70937, 14.26517)  0.051
H (7.02332, 12.20723, 8.56253)  0.179
F (6.02388, 3.34311, 18.26251)  0.090
H (4.64570, 12.48536, 10.74272)  0.131
C (0.18554, 3.36259, 6.39587)  -0.102
F (8.12072, 5.24966, 13.61619)  0.161
C (1.26141, 9.13052, 9.31107)  -0.244
F (-0.79349, 4.08271, 12.34949)  0.097
H (3.58993, 1.26031, 14.82170)  0.105
H (1.67889, 10.97087, 8.17056)  0.155
H (-3.02512, 1.48924, 17.25836)  0.107
O (-0.13429, 2.30869, 7.29722)  -0.175
H (-0.27357, 8.03868, 8.20893)  0.092
H (3.51400, 5.97689, 15.39845)  0.113
H (11.40014, 4.02415, 11.11311)  0.166
H (-2.11870, 2.16120, 6.65465)  0.148

Computed properties:
LUMO energy in Ha: -0.179
HOMO-LUMO gap in eV: 5.104
Charge: +1